1.
This record from the OMol25 dataset describes a molecular structure, C46H50BrIrN5O6S. The level of theory is ωB97M-V/def2-TZVPD.

Cartesian coordinates (Å):
Ir -0.07541 -0.40271 -0.52446
C 1.70299 -3.72991 1.47304
C 2.35779 -3.50921 0.11184
C 1.34909 -3.39911 -1.02166
C 3.30829 -2.33231 0.08134
C 4.56389 -2.61291 -0.44286
C 5.56719 -1.67001 -0.49716
C 5.32469 -0.43161 0.05384
C 4.08689 -0.09471 0.58864
C 4.06099 1.27989 1.23294
C 4.44809 1.17409 2.71434
C 2.78659 2.10149 1.06714
C 3.02709 -1.02691 0.53824
N 1.73629 -0.58581 0.92004
C 1.48339 -0.46031 2.18424
C 0.42779 0.23049 2.84634
C 0.47949 0.16009 4.25734
C -0.37461 0.84439 5.07734
C -1.35731 1.65449 4.49514
C -1.47711 1.72389 3.13824
C -0.61631 1.01859 2.23874
N -0.77521 1.13099 0.92444
C -1.80361 1.95339 0.41114
C -3.09961 1.43989 0.20264
C -4.07491 2.26209 -0.33576
C -3.80441 3.57229 -0.67126
C -2.54311 4.08599 -0.44446
C -1.53451 3.29609 0.08244
C -0.16281 3.89259 0.29264
C 0.21379 4.87829 -0.81716
C -0.05951 4.57099 1.66384
C -3.44741 0.00989 0.53434
C -4.23151 -0.66301 -0.58946
C -4.20751 -0.10091 1.85914
H 1.20499 -4.69661 1.48104
H 0.96729 -2.96811 1.69944
H 2.45889 -3.74121 2.25664
H 2.96109 -4.40351 -0.08416
H 0.62529 -4.20821 -0.99356
H 0.81629 -2.44891 -0.94826
H 1.84839 -3.41681 -1.98726
H 4.75839 -3.60501 -0.82506
H 6.52519 -1.90091 -0.94066
H 6.11619 0.30569 0.06484
H 4.86729 1.84289 0.74594
H 3.66069 0.70379 3.29624
H 4.61969 2.16889 3.12084
H 5.35949 0.59109 2.83134
H 2.09349 1.93189 1.88434
H 2.28779 1.85019 0.13584
H 3.03679 3.16109 1.05904
H 2.20339 -0.90441 2.88074
H 1.24179 -0.46861 4.69894
H -0.28541 0.77669 6.15054
H -2.02731 2.22529 5.12274
H -2.24891 2.34459 2.70924
H -5.05881 1.85889 -0.51616
H -4.56691 4.18489 -1.12826
H -2.33801 5.11529 -0.70116
H 0.55209 3.07109 0.27014
H -0.25411 5.84919 -0.66656
H -0.10281 4.49049 -1.78166
H 1.29219 5.02999 -0.83086
H -0.83931 5.31979 1.79474
H 0.90609 5.06409 1.77014
H -0.15731 3.83519 2.45804
H -2.50601 -0.53001 0.64084
H -4.28171 -1.73771 -0.42416
H -5.24941 -0.28841 -0.66176
H -3.73001 -0.48951 -1.53416
H -5.14371 0.45239 1.80874
H -3.61401 0.28779 2.68504
H -4.43641 -1.14531 2.06784
O -4.48101 -5.94491 1.77814
C -3.63051 -5.50301 2.53174
O -3.28241 -5.75841 3.67644
C -2.76911 -4.31341 1.88984
C -2.18641 -3.37181 2.72264
C -1.43771 -2.35761 2.15194
N -1.26031 -2.25141 0.84014
C -1.83281 -3.14181 0.04414
C -2.59331 -4.20351 0.52574
C -1.67921 -2.94331 -1.48576
O -1.97241 -3.87521 -2.21136
O -1.26281 -1.80311 -1.82356
H -2.30861 -3.42791 3.79334
H -0.98931 -1.59481 2.77394
H -3.03741 -4.89621 -0.17156
N 3.68009 1.62949 -3.13326
C 2.48619 1.29959 -2.58766
N 1.60899 2.25719 -2.30336
S 2.15369 -0.31541 -2.29206
H 3.97549 2.59049 -3.18486
H 4.36129 0.89499 -3.22586
H 1.75109 3.20899 -2.60366
H 0.63489 1.93429 -2.11936
Br -3.76791 -0.97691 -4.27466
C -1.97181 -0.76251 -4.82746
C -1.52571 -1.57051 -5.86116
C -0.25321 -1.39441 -6.37076
C 0.56489 -0.40641 -5.85156
C 0.11499 0.37699 -4.80486
C -1.15041 0.19989 -4.25586
C -1.59381 1.11549 -3.11456
O -2.59071 1.80249 -3.26396
O -0.81221 1.17859 -2.10176
H -2.17671 -2.33331 -6.26016
H 0.08709 -2.01691 -7.18576
H 1.55679 -0.25311 -6.25266
H 0.74809 1.15949 -4.41476

Its multiplicity is 5. As for the electronic energy: -151967.669 eV. The expectation value of S² is 6.0197. The total charge is -1.

2.
This record from the OMol25 dataset describes 10 unconnected molecules or ions with the total composition C46H50N10O6. The level of theory is ωB97M-V/def2-TZVPD.

Cartesian coordinates (Å):
N -0.60685 -6.30884 -6.46902
C -0.53323 -6.34820 -5.07667
C 0.20156 -7.50203 -4.71642
C 0.45906 -8.16683 -5.90200
C 0.04450 -7.40029 -6.90750
H -0.86983 -5.44789 -6.92696
H -0.83520 -5.54138 -4.42532
H 0.38240 -7.89819 -3.72811
H 0.99553 -9.10364 -5.93332
H -0.08197 -7.62573 -7.95610
N -2.14784 8.74068 3.28792
C -3.08162 8.14086 2.45769
C -2.38082 7.36683 1.65203
C -1.08480 7.44372 1.96463
C -0.91662 8.30702 3.05070
H -2.45845 9.46661 3.91772
H -4.12325 8.41820 2.39078
H -2.77563 6.76689 0.84545
H -0.30317 6.89323 1.46222
H -0.04709 8.68769 3.56588
N -1.95076 3.84680 5.74189
C -1.26777 3.93688 6.92118
C -1.44159 2.75551 7.73055
C -2.59944 2.18624 7.29084
C -2.79867 2.72477 5.96928
H -1.87424 4.50697 4.98134
H -0.53590 4.72794 6.99186
H -0.80794 2.57202 8.58567
H -2.98184 1.32270 7.81475
H -3.52186 2.42253 5.22628
N 0.93693 -0.76909 -0.53837
C 1.22451 0.43569 0.16481
C 0.09682 1.22723 0.18326
C -0.91317 0.51376 -0.50127
C -0.40648 -0.74721 -0.84239
H 1.61689 -1.49748 -0.70333
H 2.23983 0.63221 0.47612
H 0.05189 2.26508 0.47858
H -1.91016 0.92844 -0.48005
H -0.91766 -1.58100 -1.30054
N -8.36405 -1.04923 4.74031
C -7.63330 -0.08157 4.26203
C -6.86895 -0.45780 3.11494
C -7.24993 -1.80108 2.92554
C -8.20113 -2.18317 3.91141
H -9.05646 -1.06142 5.47551
H -7.68858 0.90372 4.70084
H -6.25441 0.02929 2.37232
H -7.09415 -2.43303 2.06369
H -8.72671 -3.10788 4.09872
N 1.53036 -1.06950 6.90086
C 2.38435 -1.24277 5.86110
C 3.08641 -2.45539 6.07503
C 2.90785 -2.79104 7.48867
C 1.91649 -1.89676 7.91714
H 0.71201 -0.47874 6.86319
H 2.17267 -0.58229 5.03325
H 3.82826 -2.90141 5.42917
H 3.28475 -3.55134 8.15671
H 1.36733 -1.87917 8.84694
N -5.71283 -2.03924 -2.55982
C -6.07289 -3.16790 -3.32719
C -6.99817 -2.70037 -4.27772
C -7.11127 -1.34459 -4.06833
C -6.24933 -0.94676 -3.06346
H -4.96298 -2.06348 -1.88363
H -5.76253 -4.12808 -2.94231
H -7.56161 -3.30899 -4.96947
H -7.72048 -0.63371 -4.60677
H -5.96490 0.06604 -2.81904
C 4.94280 -6.01539 -1.64012
C 5.54242 -5.87688 -0.40827
C 6.13278 -4.69999 -0.05612
C 6.12239 -3.66878 -0.97650
C 5.46631 -3.77537 -2.23036
C 4.76568 -4.95374 -2.56152
N 6.75344 -2.38127 -0.58955
O 7.04005 -2.04548 0.56963
O 7.12838 -1.61100 -1.51217
H 4.52896 -6.99788 -1.81289
H 5.45048 -6.71882 0.26187
H 6.38726 -4.54380 0.98178
H 5.46882 -2.96271 -2.94168
H 4.42454 -5.27294 -3.53524
C -0.68772 -1.05878 -7.69144
C -0.66294 -1.30845 -9.07579
C -1.80624 -1.31870 -9.77626
C -3.02670 -1.03265 -9.15353
C -2.99897 -0.86833 -7.75433
C -1.84898 -0.77549 -6.95787
N -4.23435 -0.82477 -10.00776
O -5.26137 -0.60768 -9.42288
O -4.17204 -1.06151 -11.20533
H 0.31166 -0.93486 -7.30124
H 0.33106 -1.51245 -9.44555
H -1.73208 -1.48559 -10.84071
H -3.91419 -0.64918 -7.22450
H -1.77558 -0.44906 -5.93100
C 9.47818 5.76467 3.17382
C 8.78712 4.85029 2.47780
C 7.51998 4.97603 2.00202
C 6.84198 6.19884 2.21527
C 7.55174 7.25447 2.82859
C 8.80610 7.00557 3.40316
N 5.36958 6.26725 1.83303
O 4.92778 7.36922 1.64434
O 4.78559 5.24578 1.85678
H 10.51657 5.60266 3.42259
H 9.18342 3.87346 2.24298
H 7.04982 4.20220 1.41335
H 7.12842 8.14706 3.26502
H 9.36567 7.71336 3.99671

Its multiplicity is 1. Its SMILES is O=[N+]([O-])c1ccccc1.O=[N+]([O-])c1ccccc1.O=[N+]([O-])c1ccccc1.c1cc[nH]c1.c1cc[nH]c1.c1cc[nH]c1.c1cc[nH]c1.c1cc[nH]c1.c1cc[nH]c1.c1cc[nH]c1. As for the relative energy (zero: lowest compared OMol25 entry of this formula, charge and spin): 134.7 kJ/mol. As for the electronic energy: -75682.873 eV.